13
Properties=species:S:1:pos:R:3:forces:R:3 method="wB97M-V/def2-TZVPD" multiplicity=1 homo_lumo_gap_ev=10.1805 de_lowest_kj_mol=3.1
O 0.578605 -2.365480 -0.561735 -0.1 0.4 0.1
C 0.331165 -1.206217 -0.340467 0.0 -0.3 -0.1
C -1.077054 -0.630817 -0.179061 0.0 -0.1 0.0
C -0.910745 0.782829 0.388128 0.0 0.1 0.0
C 0.583294 1.111877 0.326729 0.1 0.3 0.1
O 1.063679 2.174355 0.635602 -0.2 -0.4 -0.1
C 1.356827 -0.095499 -0.178496 0.0 0.0 0.0
H -1.666415 -1.300638 0.453333 0.1 0.1 -0.1
H -1.552638 -0.631693 -1.167305 0.1 0.0 0.1
H -1.226585 0.852861 1.435767 0.1 0.0 -0.1
H -1.465788 1.551034 -0.158769 0.1 -0.1 0.1
H 2.171289 -0.380563 0.494850 -0.1 0.0 -0.1
H 1.814362 0.137952 -1.148576 -0.1 0.0 0.1


10
Properties=species:S:1:pos:R:3:forces:R:3 method="wB97M-V/def2-TZVPD" multiplicity=1 homo_lumo_gap_ev="5.2423 / 5.2175" de_lowest_kj_mol=524.1
C -0.542586 -2.198784 0.563206 -0.2 1.0 -0.7
C -0.557758 -0.956166 0.088899 1.6 2.3 1.4
C -0.670798 0.317852 -0.137540 -0.8 1.1 -3.0
C 0.410802 1.359883 -0.470483 -0.9 -0.1 0.7
N -0.621673 -3.329683 0.681461 -0.2 -2.6 0.7
Cl 2.207891 -0.866306 1.781436 -1.2 0.1 -0.8
Cl -2.211016 0.869922 -0.952821 0.7 -0.8 1.0
H 1.132397 1.176795 0.269798 1.6 -0.2 0.6
H 0.063014 2.389575 -0.331802 -0.4 -0.4 -0.1
H 0.789727 1.236911 -1.492155 -0.2 -0.3 0.3


36
Properties=species:S:1:pos:R:3:forces:R:3 method="wB97M-V/def2-TZVPD" multiplicity=1 homo_lumo_gap_ev=9.5145 de_lowest_kj_mol=321.5
O -1.354046 0.290515 -2.650237 -0.3 -0.4 -0.6
O 1.862958 0.650880 0.534020 -3.0 -0.6 -0.1
C -0.794908 0.504643 -1.611022 -0.5 0.6 -1.0
C 0.709892 0.613771 0.053054 3.8 1.4 0.2
C -2.992264 -0.478460 2.812362 3.8 2.4 -1.3
C -1.714740 -0.364025 2.255382 -2.1 -2.4 -0.2
C 2.952193 -1.707040 -4.104542 -0.1 1.0 -0.6
C 2.184797 -0.512719 -4.531882 1.5 -1.8 0.5
C 3.035883 -2.080439 -2.726247 -0.7 0.7 -1.0
C 1.527683 0.197749 -3.536659 -0.7 0.9 0.9
C 2.255267 -1.335117 -1.798328 -0.5 1.1 -2.2
C 1.504210 -0.200338 -2.174864 1.1 -1.4 -2.2
N 0.556754 0.472137 -1.353080 -0.2 -0.8 1.9
N -1.434193 0.964817 -0.480047 -0.7 -0.2 -0.5
N -0.511623 0.987276 0.577395 0.8 -0.9 -0.2
C -0.955212 -1.648707 1.814333 0.7 1.4 0.4
C -1.967102 2.222243 2.140099 0.4 -1.0 -0.1
C 0.215158 1.200874 2.961157 -0.5 0.2 0.5
C -0.985817 0.947802 1.943147 -1.2 2.1 2.7
H -3.337744 0.532063 3.056521 -0.8 -0.8 0.3
H -3.533181 -1.377797 3.049730 0.1 -0.1 -0.1
H 3.500744 -2.269974 -4.937554 -0.8 0.8 1.6
H 2.215855 -0.211382 -5.628601 -0.2 -0.4 1.8
H 3.632179 -2.965712 -2.366983 -0.8 1.1 -0.6
H 0.924703 1.119376 -3.646305 0.5 -0.6 -0.9
H 2.082388 -1.644916 -0.835553 0.3 -0.9 2.3
H -2.402095 0.611536 -0.415933 0.9 0.2 0.7
H -0.730695 -1.786315 0.728819 -0.2 0.4 0.8
H -0.040682 -1.721615 2.417303 0.4 0.4 -0.6
H -1.442622 -2.505703 2.170800 -1.3 -1.2 0.1
H -2.966720 2.058597 1.726344 0.2 0.0 -0.1
H -1.541910 3.097727 1.681872 0.3 0.2 -0.5
H -2.085759 2.529937 3.178993 0.0 -0.6 0.2
H -0.027971 1.374370 4.069600 -0.6 -0.3 -1.8
H 0.787102 2.078194 2.645130 -0.1 -0.2 -0.1
H 0.871520 0.355751 2.981777 0.5 -0.4 -0.3


5
Properties=species:S:1:pos:R:3:forces:R:3 method="wB97M-V/def2-TZVPD" multiplicity=1 homo_lumo_gap_ev="7.2715 / 7.1141" de_lowest_kj_mol=92.6
O 0.995914 -1.372670 0.229963 1.0 -6.0 -0.7
O -1.640002 -0.324177 0.980280 -0.2 0.3 -0.5
O 0.275603 0.689751 -0.729578 1.1 0.3 -0.1
S -1.967562 0.350456 -0.309963 -1.8 -0.4 0.5
S 0.805582 -0.038021 0.403217 -0.1 5.8 0.7


37
Properties=species:S:1:pos:R:3:forces:R:3 method="wB97M-V/def2-TZVPD" multiplicity=2 s2=0.75 homo_lumo_gap_ev="3.0034 / 6.8671" charge=-1
C 6.215481 -2.401328 -0.017499 -0.3 -0.7 0.8
N 5.009061 -1.642048 0.477751 0.8 -0.5 -2.0
O 3.945431 -2.211258 0.337841 0.2 0.3 0.8
O 5.213831 -0.489138 0.749581 -0.5 0.7 0.9
H 5.939041 -2.709418 -1.025849 0.4 0.0 0.1
H 6.292861 -3.265478 0.642311 -0.1 -0.2 -0.3
H 7.141661 -1.835868 0.085171 -0.5 0.3 -0.3
C -3.050679 -3.150708 0.983171 -0.1 0.4 -0.2
N -4.527829 -3.460898 1.077981 1.0 -0.3 -1.7
O -5.007649 -4.150338 0.166381 0.0 0.7 1.5
O -5.119899 -2.889728 1.963051 -0.5 -0.6 -0.1
H -3.057849 -2.069378 0.846171 0.5 0.1 0.5
H -2.560549 -3.563958 0.101641 -0.6 -0.4 0.1
H -2.549489 -3.481338 1.892891 -0.2 0.3 0.0
C 1.275721 -0.386448 -0.615539 -1.6 0.0 0.6
N 0.089711 0.073552 0.146141 3.5 -3.6 -1.8
O -0.553209 -0.804468 0.761411 -2.0 -2.3 1.6
O -0.213319 1.241702 0.085751 -1.6 5.9 -0.2
H 1.266221 0.158512 -1.559489 0.7 0.3 0.3
H 1.057971 -1.430778 -0.839259 0.4 -0.2 0.1
H 2.131221 -0.279978 0.051461 0.4 0.0 -0.5
Br -3.557329 1.037352 -0.591819 0.3 -0.2 -0.7
C -2.499039 1.131852 -2.249969 0.5 1.7 0.1
C -1.918729 -0.153088 -2.684579 -0.5 -2.0 0.1
Br -0.267779 -0.035378 -3.781999 -0.9 0.2 0.2
H -1.680419 1.826222 -2.060749 -0.2 0.0 0.5
H -3.130159 1.574702 -3.020469 -0.1 -0.1 0.2
H -2.658629 -0.707468 -3.261899 0.3 0.0 -0.4
H -1.713049 -0.832578 -1.857479 0.6 0.4 0.2
Br -2.441839 4.951032 2.100661 1.2 -0.8 0.5
C -0.630389 3.980702 2.234521 -0.1 0.9 -2.5
C 0.245411 4.713312 1.138661 -0.6 -0.2 0.8
Br 2.035731 4.043682 1.355991 0.5 0.0 0.0
H -0.764699 2.968012 1.854371 -0.4 -0.1 0.1
H -0.207049 3.931202 3.237731 -0.3 0.7 -0.1
H 0.270281 5.802382 1.176041 0.1 -0.1 0.7
H -0.020059 4.516832 0.099901 -0.4 -0.7 0.4